Below is a molecular structure, C19H26ClO4PdSe, with properties calculated with the ωB97M-V functional and the def2-TZVPD basis.

Structure (XYZ):
```
52
Properties=species:S:1:pos:R:3:forces:R:3:nbo_charge:R:1
Pd -0.54621 -0.66423 0.06386 -0.10 -0.35 0.52 0.788
C -1.25197 -0.55684 2.09012 -0.24 0.53 -0.07 -0.004
C -0.14314 -1.41600 2.02431 0.35 0.00 0.00 -0.024
C 1.02357 -0.55525 1.72687 0.00 -0.25 -0.11 0.210
C 0.63478 0.80966 1.70020 -0.04 0.01 -0.10 -0.103
C -0.74757 0.84407 1.89113 -0.16 -0.31 -0.04 0.200
C -1.63935 2.01857 1.90130 -0.03 0.00 -0.07 -0.683
C 1.55850 1.93924 1.40791 0.05 0.07 -0.04 -0.650
C 2.41155 -1.02180 1.54447 -0.03 -0.01 -0.09 -0.692
C -0.07232 -2.86154 2.37935 0.09 -0.02 0.04 -0.656
C -2.63626 -0.88287 2.53172 0.00 0.10 0.07 -0.669
H -2.44005 1.89168 1.16817 0.00 -0.01 0.00 0.271
H -1.11201 2.94177 1.68242 0.00 -0.01 0.00 0.256
H -2.11902 2.09625 2.88148 0.00 0.01 0.00 0.263
H 1.97293 1.84324 0.40228 -0.02 -0.03 0.00 0.266
H 2.38933 1.95133 2.11532 -0.01 -0.01 0.01 0.241
H 1.05153 2.89839 1.46428 -0.01 0.00 0.00 0.244
H 2.82857 -0.61995 0.61786 -0.01 0.00 0.00 0.285
H 2.50086 -2.10450 1.54663 -0.02 0.00 0.01 0.248
H 3.01037 -0.60929 2.36358 0.03 -0.04 0.00 0.273
H 0.48585 -3.43002 1.63665 0.02 0.02 0.02 0.250
H -1.06340 -3.29804 2.45603 -0.02 -0.01 -0.01 0.252
H 0.43424 -2.98190 3.34033 0.00 0.05 0.01 0.250
H -3.38111 -0.39615 1.90363 0.01 0.02 0.00 0.257
H -2.78524 -0.52671 3.55453 0.04 -0.02 0.02 0.256
H -2.82068 -1.95354 2.51950 -0.01 -0.02 -0.02 0.250
O 0.55641 1.04236 -3.50297 0.09 0.00 -0.12 -0.736
Cl 0.13398 0.51029 -2.27418 0.12 -0.22 0.33 2.516
O -0.94578 -0.46873 -2.41393 0.46 0.56 -0.04 -0.861
O 1.21839 -0.23097 -1.58372 -0.21 0.24 -0.02 -0.876
O -0.34651 1.52678 -1.35328 0.15 0.27 -0.14 -0.864
C -2.06550 -4.72330 -5.97520 0.02 0.00 0.02 -0.640
C -2.02622 -4.07527 -4.62305 0.03 -0.06 -0.03 0.078
C -2.82958 -2.97925 -4.33172 0.02 0.03 0.05 -0.234
C -2.82312 -2.37072 -3.08651 -0.07 -0.14 -0.05 0.031
C -3.70388 -1.17494 -2.86358 -0.12 -0.04 0.11 -0.652
C -1.98556 -2.92035 -2.08811 -0.08 -0.34 -0.34 -0.189
Se -2.19579 -2.34456 -0.33217 -0.06 -0.15 0.11 0.214
C -1.11694 -3.99920 -2.37871 -0.05 0.16 0.06 0.003
C -0.12109 -4.54951 -1.39605 -0.01 -0.07 0.01 -0.641
C -1.16494 -4.55927 -3.64111 -0.01 0.09 -0.06 -0.231
H -2.77855 -4.23273 -6.63411 0.00 0.00 0.00 0.225
H -2.34547 -5.77400 -5.88405 -0.01 0.00 -0.01 0.235
H -1.08118 -4.69147 -6.44500 -0.01 0.01 0.00 0.235
H -3.47654 -2.58449 -5.10555 -0.01 0.01 0.02 0.219
H -4.24074 -0.93949 -3.77975 -0.02 0.03 0.01 0.228
H -3.11149 -0.30912 -2.57280 -0.10 -0.04 -0.04 0.246
H -4.43757 -1.35033 -2.07575 -0.03 -0.05 -0.02 0.223
H 0.03771 -3.88346 -0.55153 0.01 -0.01 -0.02 0.201
H 0.83586 -4.70287 -1.89478 0.00 -0.01 0.01 0.237
H -0.44959 -5.51726 -1.01052 0.00 0.02 0.03 0.236
H -0.50304 -5.38464 -3.87940 -0.01 -0.01 0.02 0.218
```
Positions in Å, forces in eV/Å.

The calculation puts the energy relative to the best compared isomer or geometry (same formula, charge and spin) at 29.9 kcal/mol. The orbital gap (alpha / beta) comes out at 5.250 / 5.251 eV. Its charge is +1. The calculation puts the HOMO energy (alpha / beta) at -0.414 / -0.414 Ha.